Molecular formula: C53H74BF4O31S2
Method: DFT, ωB97M-V with the def2-TZVPD basis set

Output
Kohn-Sham gap (spin up / spin down): 6.83 / 2.42 eV
2S+1: 2
electronic energy: -152844.3548 eV
⟨S²⟩: 0.7570
maximum force: 6.1 eV/A

Each atom is followed by the atoms it is bonded to, with distances in Å.
Geometry (Å):
1 C -7.421 -3.302 5.573  H48 1.090, H72 1.090, O103 1.438, H129 1.090
2 H 2.502 -3.979 3.360  C90 1.080
3 H 2.604 5.511 6.212  C131 1.090
4 O 1.026 2.014 -1.798  C99 1.195
5 C 3.070 5.284 -8.188  H78 1.090, H93 1.090, O95 1.424, H141 1.090
6 H 3.147 -5.309 -1.404  C29 1.090
7 O -3.531 -2.104 -5.072  C67 1.436, C125 1.289
8 H 1.826 2.807 -3.937  C104 1.090
9 H -5.674 -4.660 2.392  C58 1.080
10 H 5.201 -4.974 -1.137  C13 1.090
11 H 0.249 -0.667 -4.043  C91 1.090
12 H -3.743 -3.120 -1.139  C123 1.080
13 C 5.708 -4.709 -0.209  H10 1.090, H44 1.090, S110 1.872, H143 1.090
14 B 0.486 -0.307 0.713  O69 1.516, O74 1.509, O97 1.449, O122 1.451
15 F -1.677 6.318 3.896  C155 1.367
16 S 3.139 3.730 2.386  O41 1.523, C79 1.867, C119 1.896
17 C 0.704 -5.071 -0.062  O49 1.343, O107 1.357, O159 1.286
18 H 3.527 2.611 -3.850  C104 1.090
19 H 0.870 8.045 -6.322  C100 1.090
20 O -0.345 4.699 -4.571  C25 1.328, C109 1.401
21 C 9.041 1.847 -5.288  H83 1.090, O85 1.363, H132 1.090, H148 1.090
22 C -3.651 3.667 2.402  H133 1.080, C142 1.371, C144 1.385
23 F -4.604 -5.157 -2.770  C152 1.388
24 H -6.104 -6.721 -1.392  C117 1.080
25 C -0.550 5.915 -5.065  O20 1.328, O120 1.324, O130 1.231
26 H 4.853 -1.069 0.130  C60 1.090
27 O 1.814 3.578 6.322  C131 1.421, C136 1.290
28 C 1.895 -0.216 -1.083  O69 1.333, C99 1.579, O114 1.221
29 C 2.358 -4.662 -1.788  H6 1.090, O49 1.401, H116 1.090, H140 1.090
30 H 2.612 4.398 0.061  C79 1.090
31 C 4.918 -0.478 -4.809  H59 1.090, H62 1.090, H70 1.090, O158 1.425
32 H -0.808 3.422 -2.870  C109 1.090
33 H 1.297 5.419 7.287  C131 1.090
34 H 0.357 -3.602 6.931  C80 1.080
35 C -6.101 -5.742 0.518  C58 1.404, H66 1.080, C117 1.377
36 H -3.306 3.039 -0.778  C127 1.080
37 C -3.489 -0.285 -1.402  C118 1.415, H121 1.080, C135 1.357
38 H 0.694 7.074 -7.847  C100 1.090
39 C -4.639 -3.855 0.694  H40 1.080, C58 1.408, C123 1.416
40 H -4.278 -3.013 1.266  C39 1.080
41 O 2.529 4.617 3.462  S16 1.523
42 H 0.426 -0.435 6.018  C164 1.090
43 H 1.791 5.263 1.220  C79 1.090
44 H 6.723 -4.368 -0.413  C13 1.090
45 C 3.533 -4.467 6.439  C47 1.419, C50 1.372, H161 1.080
46 H -1.765 0.857 -0.963  C135 1.080
47 C 3.596 -4.423 5.022  C45 1.419, C90 1.364, H106 1.080
48 H -7.105 -4.010 4.807  C1 1.090
49 O 1.438 -4.239 -0.819  C17 1.343, C29 1.401
50 C 2.366 -4.313 7.145  C45 1.372, C80 1.376, F147 1.356
51 H -0.758 -0.417 -2.740  C91 1.090
52 H -5.307 -2.615 -4.457  C67 1.090
53 O 5.540 -3.594 2.147  S110 1.550
54 H 0.262 -3.667 4.686  C157 1.080
55 H 5.156 -1.975 -1.225  C60 1.090
56 H -1.693 4.885 -3.130  C109 1.090
57 C -5.020 2.045 -1.328  C68 1.383, C127 1.429, F151 1.368
58 C -5.526 -4.748 1.326  H9 1.080, C35 1.404, C39 1.408
59 H 4.565 -0.514 -5.840  C31 1.090
60 C 5.330 -2.009 -0.150  H26 1.090, H55 1.090, H65 1.090, S110 1.899
61 C -0.972 4.214 3.039  C108 1.413, H134 1.080, C155 1.386
62 H 4.365 0.227 -4.189  C31 1.090
63 C 3.074 3.839 -6.211  O94 1.195, O95 1.344, O149 1.290
64 C -0.863 -4.787 1.673  O107 1.402, H124 1.090, H137 1.090, H165 1.090
65 H 6.417 -1.926 -0.152  C60 1.090
66 H -6.846 -6.403 0.936  C35 1.080
67 C -4.580 -3.084 -5.121  O7 1.436, H52 1.090, H76 1.090, H139 1.090
68 C -5.622 0.839 -1.634  C57 1.383, C118 1.401, H150 1.080
69 O 1.740 -0.866 0.071  B14 1.516, C28 1.333
70 H 4.730 -1.489 -4.447  C31 1.090
71 H -5.142 0.976 4.018  C105 1.090
72 H -8.310 -2.691 5.415  C1 1.090
73 H 0.941 5.248 5.571  C131 1.090
74 O -0.747 -1.126 0.422  B14 1.509, C146 1.269
75 O -0.527 -0.908 3.896  C160 1.187
76 H -5.023 -3.212 -6.108  C67 1.090
77 H -0.067 -2.053 -3.072  C91 1.090
78 H 3.804 4.960 -8.926  C5 1.090
79 C 2.031 4.230 0.968  S16 1.867, H30 1.090, H43 1.090, H128 1.090
80 C 1.243 -3.966 6.431  H34 1.080, C50 1.376, C157 1.326
81 H -5.394 -1.269 -1.851  C118 1.080
82 H -4.065 -0.276 3.317  C105 1.090
83 H 9.747 2.257 -4.567  C21 1.090
84 O -1.775 -1.289 -4.325  C91 1.484, C125 1.293
85 O 8.155 0.916 -4.833  C21 1.363, C156 1.361
86 H -4.051 5.629 3.131  C142 1.080
87 O 1.141 1.558 6.318  C136 1.367, C164 1.407
88 O -5.949 -2.065 3.490  C163 1.275
89 H 2.458 1.234 -4.438  C104 1.090
90 C 2.406 -4.129 4.425  H2 1.080, C47 1.364, C157 1.381
91 C -0.548 -1.172 -3.497  H11 1.090, H51 1.090, H77 1.090, O84 1.484
92 H -3.591 0.546 4.803  C105 1.090
93 H 2.326 5.695 -8.870  C5 1.090
94 O 3.833 4.450 -5.520  C63 1.195
95 O 2.610 4.171 -7.428  C5 1.424, C63 1.344
96 H 3.083 1.546 3.668  C119 1.090
97 O 0.446 1.031 0.160  B14 1.449, C99 1.328
98 H 0.186 0.344 7.565  C164 1.090
99 C 1.005 1.087 -1.044  O4 1.195, C28 1.579, O97 1.328
100 C 0.351 7.228 -6.824  H19 1.090, H38 1.090, O120 1.424, H162 1.090
101 O -2.332 -3.181 -3.396  C125 1.238
102 H -2.068 3.644 -4.158  C109 1.090
103 O -6.359 -2.346 5.736  C1 1.438, C163 1.345
104 C 2.657 2.306 -4.433  H8 1.090, H18 1.090, H89 1.090, O149 1.404
105 C -4.443 0.169 4.237  H71 1.090, H82 1.090, H92 1.090, O112 1.424
106 H 4.571 -4.486 4.562  C47 1.080
107 O 0.050 -4.222 0.772  C17 1.357, C64 1.402
108 C -1.308 2.998 2.403  C61 1.413, H115 1.080, C144 1.409
109 C -1.199 4.068 -3.656  O20 1.401, H32 1.090, H56 1.090, H102 1.090
110 S 4.717 -3.512 0.835  C13 1.872, O53 1.550, C60 1.899
111 H -2.962 1.845 1.586  C144 1.080
112 O -5.116 -0.652 5.187  C105 1.424, C163 1.339
113 O 0.016 3.083 7.570  C136 1.198
114 O 2.716 -0.511 -1.938  C28 1.221
115 H -0.471 2.317 2.431  C108 1.080
116 H 2.932 -3.847 -2.228  C29 1.090
117 C -5.714 -5.912 -0.792  H24 1.080, C35 1.377, C152 1.403
118 C -4.865 -0.336 -1.729  C37 1.415, C68 1.401, H81 1.080
119 C 2.495 2.017 2.881  S16 1.896, H96 1.090, H145 1.090, H154 1.090
120 O 0.379 6.069 -5.996  C25 1.324, C100 1.424
121 H -2.938 -1.209 -1.498  C37 1.080
122 O 0.690 -0.288 2.150  B14 1.451, C160 1.315
123 C -4.423 -3.838 -0.706  H12 1.080, C39 1.416, C152 1.418
124 H -1.630 -4.134 2.091  C64 1.090
125 C -2.564 -2.310 -4.244  O7 1.289, O84 1.293, O101 1.238
126 O 6.318 1.799 -5.892  C156 1.221
127 C -3.620 2.040 -1.042  H36 1.080, C57 1.429, C135 1.414
128 H 1.102 3.731 0.694  C79 1.090
129 H -7.492 -3.908 6.476  C1 1.090
130 O -1.417 6.740 -4.780  C25 1.231
131 C 1.657 4.990 6.352  H3 1.090, O27 1.421, H33 1.090, H73 1.090
132 H 9.793 1.302 -5.859  C21 1.090
133 H -4.711 3.585 2.210  C22 1.080
134 H -0.017 4.396 3.509  C61 1.080
135 C -2.827 0.875 -1.160  C37 1.357, H46 1.080, C127 1.414
136 C 0.880 2.817 6.783  O27 1.290, O87 1.367, O113 1.198
137 H -0.256 -5.186 2.486  C64 1.090
138 O -2.466 -1.806 1.752  C146 1.262
139 H -4.426 -4.091 -4.733  C67 1.090
140 H 1.777 -5.023 -2.636  C29 1.090
141 H 3.644 6.029 -7.637  C5 1.090
142 C -3.312 4.853 3.000  C22 1.371, H86 1.080, C155 1.390
143 H 5.729 -5.578 0.449  C13 1.090
144 C -2.659 2.752 2.089  C22 1.385, C108 1.409, H111 1.080
145 H 1.602 2.236 3.466  C119 1.090
146 C -1.304 -1.366 1.538  O74 1.269, O138 1.262, C160 1.607
147 F 2.323 -4.380 8.498  C50 1.356
148 H 8.661 2.663 -5.903  C21 1.090
149 O 2.485 2.792 -5.739  C63 1.290, C104 1.404
150 H -6.698 0.853 -1.723  C68 1.080
151 F -5.687 3.217 -1.100  C57 1.368
152 C -4.912 -4.954 -1.431  F23 1.388, C117 1.403, C123 1.418
153 H -0.828 0.846 6.357  C164 1.090
154 H 2.270 1.341 2.055  C119 1.090
155 C -1.985 5.118 3.319  F15 1.367, C61 1.386, C142 1.390
156 C 6.845 0.943 -5.199  O85 1.361, O126 1.221, O158 1.305
157 C 1.220 -3.934 5.106  H54 1.080, C80 1.326, C90 1.381
158 O 6.312 -0.180 -4.804  C31 1.425, C156 1.305
159 O 0.702 -6.356 -0.116  C17 1.286
160 C -0.374 -0.808 2.723  O75 1.187, O122 1.315, C146 1.607
161 H 4.384 -4.666 7.072  C45 1.080
162 H -0.671 7.586 -6.952  C100 1.090
163 C -5.794 -1.699 4.702  O88 1.275, O103 1.345, O112 1.339
164 C 0.204 0.523 6.490  H42 1.090, O87 1.407, H98 1.090, H153 1.090
165 H -1.360 -5.590 1.130  C64 1.090